A structure of composition C52H88AsN3O6SSbTi in a non-equilibrium geometry. Source: the OMol25 dataset; level of theory: ωB97M-V/def2-TZVPD.

Cartesian coordinates (Å):
Sb1 1.235 -2.756 2.500
As1 0.643 3.632 0.933
Ti1 0.316 -0.464 0.652
S1 1.926 2.132 -2.519
O1 3.723 1.430 1.487
O2 2.147 0.182 0.510
O3 0.471 0.465 2.371
O4 -1.549 -0.777 1.276
O5 0.835 -1.657 -0.820
O6 1.966 1.382 3.776
N1 4.284 1.277 -3.544
N2 -0.702 0.293 -0.792
N3 4.318 1.445 -1.393
C1 0.758 -2.577 4.636
C2 2.005 4.780 3.241
C3 0.386 -1.276 -4.443
C4 2.235 -2.628 -3.314
C5 1.592 5.120 1.814
C6 -1.143 0.108 -3.235
C7 -1.473 -0.061 -5.723
C8 -0.894 3.526 2.175
C9 2.787 -2.804 -4.733
C10 -1.301 -4.320 2.129
C11 -2.888 0.564 3.871
C12 -0.879 -0.723 -6.966
C13 1.039 -1.678 -3.263
C14 -3.499 0.698 1.479
C15 -0.606 -1.889 4.667
C16 -4.200 1.726 0.846
C17 4.181 -2.215 3.174
C18 3.787 1.289 -4.899
C19 -4.094 3.880 -2.326
C20 1.640 0.952 2.694
C21 1.745 -1.668 5.367
C22 0.189 -4.603 1.915
C23 5.548 0.899 -3.123
C24 1.817 -4.007 -2.796
C25 0.685 -3.912 5.369
C26 -0.459 -0.189 -2.076
C27 -4.595 4.675 -0.029
C28 -1.899 0.855 -0.336
C29 -4.627 3.454 -0.957
C30 -1.581 4.822 2.581
C31 -2.937 -0.502 -5.596
C32 3.708 -2.958 0.865
C33 -2.333 0.236 0.851
C34 -3.793 2.329 -0.346
C35 -0.719 -0.438 -4.450
C36 5.560 0.999 -1.778
C37 0.433 -4.752 0.416
C38 3.369 -3.202 2.335
C39 3.754 -4.628 2.715
C40 0.553 -5.925 2.588
C41 3.370 -2.056 -2.456
C42 0.831 5.519 -1.289
C43 -0.178 4.665 -0.529
C44 2.637 0.883 1.483
C45 -3.939 0.146 2.833
C46 -4.058 -1.383 2.777
C47 0.519 -1.204 -2.062
C48 -2.612 1.885 -0.928
C49 -5.295 0.695 3.283
C50 -1.420 1.461 -5.921
C51 3.512 1.622 -2.474
C52 -6.079 2.991 -1.135
H1 -0.386 1.802 -5.999
H2 -5.278 1.780 3.403
H3 -3.001 -1.579 -5.432
H4 -6.123 2.096 -1.759
H5 0.454 -5.911 3.671
H6 3.143 -3.596 0.183
H7 6.310 0.586 -3.814
H8 -1.876 1.988 -5.083
H9 -0.911 -1.812 -6.896
H10 0.965 6.017 1.780
H11 -4.745 4.649 -2.748
H12 3.372 -5.352 1.995
H13 -1.605 -3.347 1.733
H14 1.404 -3.929 -1.796
H15 3.531 2.305 -5.200
H16 2.101 -3.352 -5.383
H17 1.587 -4.516 5.251
H18 -0.991 5.280 -0.134
H19 0.377 5.956 -2.182
H20 3.846 -1.179 3.083
H21 1.471 -5.013 0.196
H22 4.165 -2.798 -2.334
H23 4.848 -4.713 2.711
H24 -5.547 0.261 4.253
H25 0.762 -1.653 -5.381
H26 -3.569 5.014 0.117
H27 -1.954 1.747 -6.833
H28 5.221 -2.245 2.830
H29 3.998 1.547 -0.430
H30 2.593 3.862 3.278
H31 1.681 4.919 -1.617
H32 -3.429 -0.009 -4.757
H33 1.313 -1.425 6.345
H34 -1.454 -0.425 -7.847
H35 -2.994 1.627 4.104
H36 3.718 -3.375 -4.681
H37 -0.172 -4.506 5.052
H38 3.514 -1.925 0.571
H39 2.879 0.685 -4.960
H40 3.405 -4.915 3.709
H41 1.056 -4.443 -3.447
H42 -2.002 5.356 1.728
H43 -0.619 3.930 -1.205
H44 -0.197 -5.562 0.029
H45 -1.580 -4.363 3.183
H46 6.337 0.790 -1.066
H47 -6.671 3.776 -1.614
H48 1.139 4.627 3.887
H49 0.562 -3.714 6.441
H50 -1.609 2.839 1.714
H51 4.775 -3.158 0.704
H52 4.181 -2.477 4.231
H53 0.193 -3.841 -0.134
H54 0.157 -0.420 -7.126
H55 -0.910 -1.741 5.711
H56 1.563 -6.249 2.348
H57 -2.212 2.349 -1.817
H58 -5.172 5.500 -0.457
H59 -3.011 -0.005 4.797
H60 -1.392 -2.456 4.168
H61 -0.132 -6.693 2.207
H62 1.206 6.340 -0.675
H63 -4.365 -1.766 3.754
H64 4.556 0.885 -5.555
H65 2.605 5.584 3.677
H66 -4.067 3.040 -3.024
H67 -5.011 4.438 0.951
H68 2.698 -2.161 5.553
H69 -1.883 -5.087 1.604
H70 1.930 -0.723 4.854
H71 -3.110 -1.839 2.502
H72 2.677 -4.684 -2.766
H73 3.009 -1.755 -1.478
H74 2.478 5.326 1.209
H75 -0.512 3.010 3.059
H76 -6.547 2.755 -0.179
H77 3.800 -1.178 -2.940
H78 -2.409 4.617 3.266
H79 -1.880 0.409 3.495
H80 -3.088 4.298 -2.257
H81 -4.808 -1.681 2.039
H82 3.007 -1.842 -5.200
H83 -6.092 0.436 2.582
H84 -0.898 5.506 3.090
H85 -0.555 -0.911 4.192
H86 -5.101 2.091 1.317
H87 -1.979 0.792 -3.202
H88 -3.492 -0.256 -6.506

## Properties
frontier orbital gap = 0.2558 Eh
F_max = 2.03 eV Å⁻¹
net charge = -1
DFT total energy = -6373.9274 Eh
energy relative to the best compared isomer or geometry (same formula, charge and spin) = 0.0 kcal/mol
HOMO = -4.569 eV

Mulliken population analysis, charges in e, atoms 1 to 6: atom 1 (Sb): 1.01, atom 2 (As): 0.54, atom 3 (Ti): -1.04, atom 4 (S): -0.18, atom 5 (O): -0.83, atom 6 (O): 0.58

A cluster of 13 separate species, C52H90O20 in total in a non-equilibrium geometry. Source: the OMol25 dataset; level of theory: ωB97M-V/def2-TZVPD.

Cartesian coordinates (Å):
O1 0.531 3.912 -1.589
O2 3.907 -3.144 0.419
O3 -4.622 3.167 -2.689
O4 2.015 -0.272 0.103
O5 -6.158 4.301 -3.798
O6 0.031 2.527 -3.271
O7 3.525 3.549 -1.776
O8 -0.928 -5.793 -3.812
O9 -4.388 2.339 4.619
O10 6.889 -1.502 -3.735
O11 -0.944 -4.339 -5.477
O12 -4.163 -2.589 -2.284
O13 5.646 -3.846 -0.789
O14 -4.641 0.188 3.814
O15 -0.133 0.328 4.328
O16 -0.461 -4.225 -0.375
O17 5.795 0.237 -2.838
O18 0.282 -3.304 2.907
O19 3.452 3.446 -3.975
O20 -1.033 4.409 1.797
C1 1.962 -0.596 4.372
C2 -4.093 -0.247 -2.350
C3 3.510 -3.239 1.792
C4 0.305 0.548 5.643
C5 1.519 -0.332 5.799
C6 -3.149 1.705 2.647
C7 -0.205 -6.596 -0.306
C8 3.998 5.819 -1.451
C9 0.002 5.059 -1.015
C10 -1.512 -3.537 4.317
C11 3.584 4.546 -0.721
C12 0.558 -4.518 3.594
C13 -5.479 4.137 -2.788
C14 5.824 -3.676 1.641
C15 -0.899 4.485 4.092
C16 1.281 -1.475 -0.231
C17 -0.293 -3.151 -5.939
C18 4.731 -3.711 2.603
C19 0.483 4.242 3.602
C20 -3.317 -0.826 -3.545
C21 -3.518 0.534 1.764
C22 0.541 -5.278 -0.485
C23 5.851 -0.966 -3.405
C24 3.524 4.134 -2.986
C25 -0.083 0.476 -0.335
C26 4.442 0.654 -2.614
C27 -1.741 -4.773 -0.477
C28 -5.397 4.983 -1.526
C29 -1.583 5.175 2.913
C30 -0.449 5.850 -2.196
C31 -4.889 -1.381 -1.882
C32 -1.581 -6.136 0.182
C33 -0.522 -4.727 -4.308
C34 -4.088 4.584 -0.909
C35 -1.138 -3.070 2.921
C36 3.592 5.634 -2.900
C37 -0.944 4.762 -3.159
C38 -0.625 -4.758 4.554
C39 4.477 -1.614 -3.441
C40 0.462 -2.638 -4.712
C41 0.424 -3.737 -3.701
C42 5.157 -3.548 0.298
C43 3.666 -0.685 -2.538
C44 0.904 0.029 3.447
C45 -4.106 1.469 3.802
C46 0.250 3.851 2.181
C47 -0.130 3.613 -2.727
C48 1.345 0.951 -0.349
C49 -3.165 -2.328 -3.210
C50 -3.897 3.180 -1.431
C51 -0.100 -0.977 -0.633
C52 -4.077 -0.559 2.731
H1 1.097 5.142 3.618
H2 4.051 -1.424 -4.426
H3 -0.801 4.815 -0.319
H4 4.537 -2.682 -3.228
H5 1.487 -2.350 -4.942
H6 3.491 6.620 -0.912
H7 2.257 0.083 6.485
H8 -1.598 -5.971 1.259
H9 0.406 6.359 -2.639
H10 1.382 -4.213 -3.490
H11 0.992 -5.250 -1.477
H12 4.243 6.059 -3.664
H13 -4.198 4.507 0.173
H14 -1.335 6.236 2.899
H15 -2.333 -0.362 -3.613
H16 -4.340 2.502 -0.701
H17 -1.256 -5.624 4.355
H18 -3.272 -1.138 3.185
H19 -1.380 -2.031 2.698
H20 -1.661 -3.526 2.080
H21 3.142 -2.302 2.208
H22 -0.501 0.360 6.353
H23 6.399 -4.600 1.704
H24 -2.016 4.586 -3.064
H25 1.692 1.240 -1.341
H26 -0.114 -1.791 -4.340
H27 -3.320 -2.885 -4.134
H28 -3.343 2.708 2.267
H29 -3.434 0.063 -1.539
H30 0.658 -0.583 2.579
H31 -0.786 1.032 -0.955
H32 1.711 -2.009 -1.079
H33 1.297 -5.107 0.282
H34 1.146 -2.169 0.599
H35 -4.253 0.877 1.035
H36 4.164 1.360 -3.397
H37 1.126 -1.237 6.262
H38 -0.751 4.933 -4.218
H39 -2.669 5.127 2.982
H40 1.568 1.844 0.236
H41 -0.013 -3.400 -2.761
H42 1.244 1.016 3.131
H43 0.573 1.585 5.845
H44 -0.900 5.045 5.028
H45 -0.394 0.688 0.688
H46 -2.364 -6.814 -0.157
H47 2.966 -0.204 4.211
H48 2.581 6.004 -3.070
H49 -3.236 5.225 -1.136
H50 -3.894 -0.540 -4.424
H51 -2.628 0.228 1.215
H52 -2.505 -4.165 0.008
H53 -1.438 3.552 4.254
H54 4.633 -4.730 2.976
H55 -0.847 -1.517 -0.051
H56 -6.283 4.870 -0.900
H57 -0.222 -1.157 -1.701
H58 1.457 -4.350 4.187
H59 -5.146 -1.170 -0.844
H60 -0.152 -7.169 -1.232
H61 0.170 2.763 2.189
H62 4.258 4.296 0.098
H63 4.960 -3.073 3.457
H64 -2.002 -4.856 -1.532
H65 -1.195 -2.771 5.025
H66 -2.844 2.926 -1.547
H67 -5.334 6.005 -1.899
H68 5.058 6.011 -1.286
H69 4.460 1.176 -1.657
H70 -4.810 -1.193 2.233
H71 -2.571 -3.769 4.435
H72 -1.215 6.599 -1.992
H73 2.532 4.480 -0.440
H74 0.364 -3.458 -6.752
H75 -4.746 0.577 -2.639
H76 -0.222 -4.793 5.567
H77 6.437 -2.783 1.761
H78 2.731 -3.984 1.953
H79 0.749 -5.321 2.883
H80 -5.772 -1.309 -2.517
H81 -0.927 -2.351 -6.322
H82 0.749 5.629 -0.463
H83 1.018 4.259 1.525
H84 2.638 -0.570 -2.882
H85 1.983 -1.675 4.218
H86 1.004 3.444 4.131
H87 3.720 -1.124 -1.542
H88 0.185 -7.212 0.504
H89 -2.196 -2.445 -2.725
H90 -2.112 1.593 2.964

## Properties
frontier orbital gap = 0.3393 Eh
F_max = 4.37 eV Å⁻¹
net charge = 0
DFT total energy = -3540.0734 Eh
energy relative to the best compared isomer or geometry (same formula, charge and spin) = 93.1 kcal/mol
HOMO = -9.217 eV

Mulliken population analysis, charges in e, atoms 1 to 6: atom 1 (O): 0.00, atom 2 (O): -0.14, atom 3 (O): -0.34, atom 4 (O): -0.50, atom 5 (O): -0.66, atom 6 (O): -0.63

A cluster of 7 separate species, C52H91N10O2S2 in total in a non-equilibrium geometry. Source: the OMol25 dataset; level of theory: ωB97M-V/def2-TZVPD.

Cartesian coordinates (Å):
S1 -1.761 5.264 -4.935
S2 -0.115 1.382 1.292
O1 -0.253 -4.475 6.368
O2 -1.528 -2.436 6.225
N1 -2.612 1.479 -0.793
N2 -0.349 2.477 -0.044
N3 -1.490 0.854 -5.122
N4 -1.592 -5.736 -0.856
N5 3.755 -10.272 0.018
N6 6.008 4.491 -1.577
N7 -3.656 3.608 -3.370
N8 -1.784 3.289 -1.987
N9 2.085 -7.742 2.719
N10 2.337 4.004 0.764
C1 2.154 -8.839 3.070
C2 5.242 -8.313 0.920
C3 7.502 4.752 -5.098
C4 5.522 5.734 -3.831
C5 -4.492 5.547 -0.315
C6 -5.263 1.963 -0.923
C7 -1.682 1.383 -6.129
C8 7.474 -9.423 0.393
C9 6.577 -8.210 0.181
C10 5.118 5.969 1.564
C11 4.839 4.478 1.373
C12 0.159 1.149 -8.571
C13 2.237 -10.231 3.524
C14 -6.447 5.154 -3.079
C15 -0.593 -2.055 5.160
C16 1.504 -7.288 -0.357
C17 -5.795 1.441 -2.358
C18 4.407 -9.408 0.414
C19 4.938 6.783 0.287
C20 0.864 -10.898 3.608
C21 -0.645 -6.321 -1.157
C22 -3.266 3.681 -1.891
C23 -2.672 4.093 -4.122
C24 -3.337 5.223 -1.419
C25 -1.359 1.270 -8.594
C26 -2.873 -0.967 -1.723
C27 -0.216 -2.373 1.182
C28 5.790 5.037 -2.569
C29 -2.333 -4.371 7.775
C30 -7.022 2.297 -2.982
C31 -0.844 -1.718 2.518
C32 -4.690 5.980 2.374
C33 -2.373 -1.571 -0.286
C34 -1.247 -3.755 6.720
C35 0.574 4.703 3.264
C36 2.082 -5.996 0.207
C37 -2.768 6.628 4.184
C38 5.990 4.935 -5.048
C39 -2.421 0.563 -1.972
C40 -1.413 6.451 3.317
C41 -1.427 2.400 -0.835
C42 -3.744 5.602 1.121
C43 -3.741 2.498 -0.901
C44 -0.043 -10.271 4.660
C45 -0.773 -1.767 -0.211
C46 -1.918 2.059 -7.409
C47 -3.949 5.603 3.789
C48 -0.903 -2.822 3.741
C49 3.438 4.212 1.035
C50 -1.028 4.915 2.972
C51 -6.823 3.888 -2.937
C52 0.564 -7.059 -1.541
H1 0.270 -8.030 -1.952
H2 7.786 4.216 -6.008
H3 -7.097 1.979 -4.104
H4 -4.767 5.710 4.618
H5 6.405 -8.073 -0.892
H6 -2.850 -2.612 -0.108
H7 0.799 3.604 2.967
H8 -2.787 -0.821 0.510
H9 1.089 -6.524 -2.338
H10 -4.993 1.359 -3.176
H11 -5.063 7.067 2.384
H12 -2.931 6.441 1.064
H13 -0.226 -0.790 -0.548
H14 0.508 0.617 -9.461
H15 -0.503 -2.549 -1.038
H16 0.631 2.135 -8.559
H17 7.865 4.173 -4.245
H18 8.014 5.718 -5.101
H19 0.365 -10.859 2.634
H20 -0.717 -0.899 5.041
H21 -6.208 0.364 -2.183
H22 1.299 -5.349 0.612
H23 7.106 -7.319 0.535
H24 -1.563 4.134 3.626
H25 -1.655 1.774 -9.521
H26 0.928 -2.129 1.208
H27 0.421 -10.309 5.650
H28 -6.026 2.768 -0.559
H29 -0.991 -10.813 4.709
H30 3.904 6.751 -0.067
H31 7.680 -9.578 1.456
H32 -0.262 -3.541 1.198
H33 1.003 -11.956 3.853
H34 2.735 -10.275 4.498
H35 -3.637 4.483 3.822
H36 0.376 3.211 -0.220
H37 -4.876 6.615 -0.529
H38 -1.479 3.061 -7.387
H39 2.331 -7.926 -0.685
H40 -5.393 4.836 -0.357
H41 -2.012 -3.185 3.813
H42 6.002 6.717 -3.822
H43 -1.268 0.529 -2.173
H44 0.504 0.592 -7.695
H45 4.700 -7.370 0.804
H46 8.430 -9.278 -0.118
H47 -2.873 0.988 -2.961
H48 -3.170 7.704 3.977
H49 -3.538 5.959 -2.303
H50 -3.376 -4.410 7.259
H51 4.468 6.378 2.345
H52 -5.344 1.095 -0.164
H53 -3.678 2.969 0.169
H54 -0.539 6.864 3.976
H55 2.862 -10.795 2.823
H56 0.514 -2.219 5.478
H57 -0.168 -3.682 3.545
H58 -1.113 4.069 -1.809
H59 -3.182 4.638 1.399
H60 -5.962 6.196 -3.239
H61 5.418 -8.446 1.993
H62 -5.619 5.271 2.335
H63 1.232 5.467 2.714
H64 0.984 -7.827 0.440
H65 -1.800 0.268 -8.622
H66 -8.052 2.059 -2.523
H67 5.508 3.952 -5.063
H68 2.780 -6.219 1.017
H69 -0.152 -0.870 2.930
H70 -1.350 0.694 1.358
H71 5.585 6.412 -0.509
H72 -0.269 -9.228 4.425
H73 7.019 -10.333 -0.007
H74 -2.340 5.606 -0.943
H75 2.625 -5.440 -0.564
H76 5.086 3.951 2.301
H77 -1.166 4.760 1.840
H78 5.492 4.071 0.596
H79 5.672 5.459 -5.955
H80 -4.036 -1.067 -1.703
H81 -1.974 -5.422 8.119
H82 -1.919 -1.323 2.414
H83 -2.996 2.189 -7.548
H84 -2.414 -3.638 8.665
H85 -2.530 -1.669 -2.590
H86 6.149 6.091 1.911
H87 0.682 4.770 4.420
H88 -1.390 7.117 2.357
H89 4.444 5.909 -3.917
H90 5.194 7.831 0.471
H91 -2.529 6.614 5.327

## Properties
frontier orbital gap = 0.3115 Eh
F_max = 6.96 eV Å⁻¹
net charge = +1
DFT total energy = -3529.6751 Eh
HOMO = -11.369 eV

Mulliken population analysis, charges in e, atoms 1 to 6: atom 1 (S): -0.16, atom 2 (S): -0.22, atom 3 (O): -0.54, atom 4 (O): -0.38, atom 5 (N): 0.80, atom 6 (N): 0.18